66
Properties=species:S:1:pos:R:3 method="wB97M-V/def2-TZVPD" total_charge=+1 gap_ev=7.87
C 2.71823 -4.68826 3.17911
C 3.00356 -3.12981 2.69705
Br 4.11984 -1.97253 3.95230
C 2.49704 -2.56602 1.38159
Br 1.43096 -3.68036 0.07434
N 2.87773 -1.09984 1.13061
C 4.04875 -0.76492 0.23273
N 4.91655 -1.55322 -0.49048
I 6.38085 -0.51123 -1.57162
N 4.10276 0.74573 0.30060
C 2.97996 1.19906 1.21292
N 2.82367 2.69225 1.49196
C 3.94857 3.01320 2.26232
S 5.12279 3.15533 3.53107
N 2.22042 -0.00213 1.73230
O 1.18416 0.01394 2.59624
H 3.29399 -4.91407 4.17377
H 1.56361 -4.88848 3.39371
H 3.14860 -5.42107 2.34238
H 4.82213 -2.59249 -0.47978
H 0.37646 -0.46791 2.20611
C -5.36782 -5.76213 -1.35658
C -4.82674 -6.41921 -2.61446
O -3.78195 -5.63166 -3.20179
C -2.58240 -5.68277 -2.57116
O -2.32158 -6.33255 -1.57134
O -1.72585 -4.85986 -3.22789
C -0.45320 -4.73522 -2.59875
H -5.68761 -4.73603 -1.56483
H -6.21651 -6.32682 -0.95947
H -4.60283 -5.70213 -0.57491
H -5.62690 -6.48626 -3.35695
H -4.47715 -7.44100 -2.42195
H 0.00720 -5.71475 -2.43359
H -0.55731 -4.19288 -1.65350
H 0.19810 -4.15632 -3.25972
C -3.24567 -2.65964 -3.99333
C -2.39363 -1.96962 -2.94230
O -2.33939 -0.55424 -3.16707
C -3.45369 0.13833 -2.82367
O -4.47393 -0.33045 -2.34491
O -3.25024 1.44404 -3.13334
C -4.39341 2.26883 -2.92381
H -2.89240 -2.41164 -4.99943
H -3.21728 -3.74544 -3.86265
H -4.29090 -2.33694 -3.93705
H -1.36704 -2.34001 -3.01277
H -2.74662 -2.18513 -1.92629
H -4.77246 2.17203 -1.90123
H -5.17242 2.01601 -3.65023
H -4.09636 3.30928 -3.08326
C 1.42068 5.70528 3.10595
C 2.46170 6.30651 2.17774
O 2.19800 7.69495 1.93387
C 2.50901 8.53916 2.94868
O 2.98895 8.22428 4.02589
O 2.16523 9.79663 2.57088
C 2.33840 10.77174 3.59567
H 0.41217 5.87457 2.71509
H 1.58206 4.62963 3.22334
H 1.45587 6.16546 4.09933
H 2.41346 5.80115 1.20907
H 3.47922 6.16967 2.56407
H 3.35886 10.75615 3.99208
H 1.61043 10.60345 4.39579
H 2.15329 11.75839 3.16157

=====

55
Properties=species:S:1:pos:R:3 method="wB97M-V/def2-TZVPD" total_charge=-1 s_squared=0.754 gap_ev="7.99 / 7.55" spin_multiplicity=2
C -3.16902 -1.86538 -2.69591
C -1.60257 -1.99022 -2.40973
C -0.52828 -2.12307 -3.52354
C 0.99442 -2.22041 -3.15742
C 1.39921 -2.18342 -1.66293
C 0.35046 -2.04547 -0.49789
C 0.92373 -2.00802 0.98721
C 1.13130 -0.49614 1.57010
C 1.99055 -0.71270 2.94686
N 3.45368 -0.88921 2.71672
C 1.83439 0.49762 0.52778
C 1.69075 2.06035 0.96112
C 2.19471 2.89590 -0.34893
C 2.73200 2.43406 2.12503
N 0.28542 2.49354 1.19994
O -0.37966 2.68789 0.08182
C -0.45986 1.63060 2.15875
C -0.19646 2.00812 3.72631
C -2.03910 1.98585 1.93012
C -0.33869 0.05048 1.90984
C -1.13261 -1.97589 -0.91798
H -3.71911 -1.67504 -1.69814
H -3.38454 -0.93793 -3.33959
H -3.55460 -2.83479 -3.15080
H -0.83277 -2.14416 -4.62057
H 1.80889 -2.31377 -3.95824
H 2.52025 -2.23713 -1.43178
H 0.18385 -2.58016 1.65666
H 1.95597 -2.52951 0.95173
H 1.60768 -1.72514 3.36182
H 1.74882 0.06020 3.74680
H 3.89750 0.03711 2.73519
H 3.55858 -1.34344 1.79590
H 1.44680 0.43579 -0.54168
H 2.97293 0.29813 0.46394
H 1.75630 2.45158 -1.32035
H 3.32638 2.75440 -0.41014
H 1.88632 4.00580 -0.27503
H 2.50122 1.97925 3.14303
H 2.73154 3.57159 2.25341
H 3.77451 2.11689 1.75196
H -0.05676 1.05002 4.35389
H 0.63622 2.77094 3.87095
H -1.15058 2.49893 4.15936
H -2.60521 1.51337 2.81729
H -2.45961 1.45662 0.99465
H -2.24239 3.10629 1.93717
H -1.14718 -0.23630 1.15481
H -0.65060 -0.45778 2.90403
H -1.90760 -1.89331 -0.06993
O -5.31348 -2.12018 -7.34591
Cl -4.74823 -1.48644 -6.17375
O -5.07070 -2.26872 -4.99749
O -5.29689 -0.15406 -6.03143
O -3.30786 -1.40353 -6.31503

=====

60
Properties=species:S:1:pos:R:3 method="wB97M-V/def2-TZVPD" total_charge=-1 gap_ev=6.32
C 0.74244 -2.24050 3.49042
C -0.55145 -1.45767 3.56109
O -1.07291 -1.33217 4.59941
O -1.13192 -0.96421 2.46225
C -0.23777 -0.21224 1.60060
C -0.87831 1.09396 1.13325
In -0.27729 2.85138 2.44481
C 1.51370 3.88899 1.57247
C 2.05005 3.21697 0.26551
C 3.49741 2.74363 0.38637
C 3.61024 1.30089 0.82531
O 2.81960 0.48124 0.54157
O 4.72168 0.98185 1.54830
C 0.27783 1.91182 4.44032
O 0.37794 2.89644 5.53215
C 0.77247 2.43405 6.68882
F -0.05422 2.80373 7.64662
F 0.88745 1.13239 6.78964
F 1.95669 2.93931 7.01602
H 0.55163 -3.20143 3.95864
H 1.13689 -2.37141 2.48597
H 1.45722 -1.74213 4.13942
H 0.76236 -0.07113 2.01116
H -0.09465 -0.82094 0.69962
H -0.60989 1.33048 0.10747
H -1.95949 1.00430 1.24850
H -1.68510 3.94243 2.54830
H 2.36246 3.91387 2.26543
H 1.27234 4.93398 1.36942
H 1.37326 2.41502 -0.02240
H 2.01754 3.94372 -0.54907
H 3.99724 2.78778 -0.58421
H 4.03429 3.36629 1.09924
H 4.44268 0.32793 2.20529
H 1.22293 1.39409 4.27663
H -0.52777 1.22340 4.67439
O -0.70175 0.62119 -2.56876
C -1.60336 -0.12894 -2.32471
O -1.55107 -1.05569 -1.33515
C -2.73608 -1.86874 -1.36375
C -3.77555 -1.03536 -2.09329
C -2.91978 -0.23414 -3.06641
H -2.50724 -2.79499 -1.89098
H -3.03282 -2.10552 -0.34319
H -4.54807 -1.63578 -2.57189
H -4.26265 -0.35561 -1.39125
H -2.75467 -0.75968 -3.99338
H -3.33637 0.75207 -3.25947
O -2.66113 -2.78183 -4.35524
C -1.68299 -2.83300 -5.04612
O -1.51102 -2.04998 -6.13567
C -0.29404 -2.41016 -6.81157
C 0.55647 -3.10108 -5.75827
C -0.50026 -3.76338 -4.88033
H -0.54437 -3.07129 -7.64484
H 0.17735 -1.51234 -7.20461
H 1.28265 -3.79468 -6.17900
H 1.10121 -2.35636 -5.17608
H -0.77870 -4.75326 -5.24581
H -0.19334 -3.81760 -3.83895

=====

66
Properties=species:S:1:pos:R:3 method="wB97M-V/def2-TZVPD" total_charge=-1 gap_ev=6.61
O -1.01688 2.67226 -0.48387
S -0.25719 1.30053 -0.31683
O -0.85786 0.34127 -1.37167
N 1.44073 1.65562 -0.51540
S 2.36535 0.25291 -0.99196
O 2.22353 -0.83549 0.13009
O 1.93018 -0.28743 -2.40523
S 4.41339 0.84691 -1.25929
O 5.07493 -0.26445 -2.16263
O 5.17294 0.81927 0.08855
C 4.44717 2.50993 -2.13878
F 3.59803 3.55245 -1.47430
F 3.93577 2.28974 -3.54031
C 5.94671 3.16471 -2.30040
F 5.80852 4.39596 -3.16081
F 6.93517 2.27991 -2.96747
F 6.39428 3.65522 -0.95163
H -0.49762 0.77759 0.97840
C -0.06127 3.43053 -4.09205
C -0.42851 4.78335 -4.69355
C 0.73814 5.44255 -5.43188
C 1.88816 5.67995 -4.46676
N 2.84224 5.87694 -3.66620
H 0.72550 3.52404 -3.33677
H -0.93159 2.98464 -3.60010
H 0.28491 2.73738 -4.86724
H -0.78218 5.44346 -3.89207
H -1.26266 4.64774 -5.39068
H 0.42083 6.40120 -5.85568
H 1.08272 4.80551 -6.25365
C -4.43664 -1.24176 0.93078
C -3.37099 -2.18456 0.38095
C -2.47330 -2.76935 1.47316
C -1.74690 -1.64698 2.19633
N -1.14423 -0.71597 2.79632
H -3.99140 -0.36878 1.41851
H -5.07130 -0.87129 0.11944
H -5.07677 -1.75442 1.65785
H -2.76070 -1.64147 -0.35103
H -3.86325 -3.00370 -0.15464
H -1.73642 -3.44777 1.03040
H -3.06770 -3.33868 2.19595
C -8.20704 -2.83409 5.19627
C -8.13976 -1.44049 4.57970
C -8.83525 -1.35757 3.21950
C -8.16746 -2.31130 2.24235
N -7.61355 -3.10244 1.43165
H -7.69158 -3.57535 4.57736
H -7.72327 -2.83882 6.17823
H -9.24663 -3.15581 5.32645
H -7.08741 -1.14827 4.47791
H -8.60765 -0.72550 5.26530
H -8.77135 -0.33737 2.82655
H -9.89471 -1.61986 3.31235
C 7.76441 -3.53055 1.41580
C 6.50374 -3.41350 2.26657
C 5.24502 -3.16340 1.43361
C 5.38834 -1.85971 0.66535
N 5.50712 -0.77822 0.02798
H 7.97301 -2.60348 0.87244
H 8.63265 -3.73722 2.04963
H 7.67213 -4.34433 0.68747
H 6.63865 -2.60030 2.99025
H 6.37538 -4.33760 2.84080
H 4.36845 -3.10103 2.08709
H 5.08293 -3.98327 0.72551

=====

51
Properties=species:S:1:pos:R:3 method="wB97M-V/def2-TZVPD" relative_energy_kcal_mol=524.41 gap_ev=8.05
C -4.62556 1.06735 1.87222
H -5.67997 0.52946 1.58436
H -4.95738 1.88125 2.46713
H -4.05428 0.28285 2.44412
C -3.83165 1.17384 0.38727
N -3.63583 0.16786 -0.30534
C -2.46884 -0.59308 0.04833
C -1.25624 -0.36605 -0.34395
H -0.99573 0.59244 0.18170
H -0.50121 -0.96161 -0.14142
C -1.29449 -0.03665 -1.66596
N 0.01675 0.22101 -2.40701
C 0.58171 1.55128 -2.44727
H 1.20087 1.87195 -2.99802
C 1.30879 1.62420 -0.93950
N 1.81137 0.53916 -0.49009
C 2.15285 0.25876 0.64268
C 2.53969 1.30655 1.62761
C 2.67329 0.95176 3.02588
C 2.84971 -0.17535 3.54441
C 2.48842 -1.43494 2.65002
C 2.18470 -0.99984 1.48823
O 1.62780 -2.08138 0.61188
C 1.59287 -3.27100 1.10567
H 1.03747 -4.27803 0.31615
H 0.74241 -3.45480 1.84289
H 2.55413 -3.82080 1.15107
H 2.34525 -2.37191 3.19424
H 3.20155 -0.37753 4.50971
H 3.08587 1.91603 3.56568
H 2.43698 2.18340 1.36510
C 2.20685 -0.48383 -1.65127
C 0.95794 -0.65939 -2.51756
H 1.42835 -0.79669 -3.69153
H 0.61207 -1.63017 -2.29890
H 2.54222 -1.24486 -1.09107
H 2.89410 0.05707 -2.20174
H 0.69889 2.42892 -0.07639
H 2.17563 2.43754 -0.99217
H -0.15551 2.46618 -2.12695
C -2.42607 1.13051 -2.27705
C -3.59297 0.57438 -1.52618
H -4.44533 1.06018 -1.91304
H -3.81773 -0.55528 -2.28516
H -2.16806 1.82007 -1.63397
H -2.58199 1.13286 -3.39511
H -1.57507 -0.92202 -2.45988
H -2.68498 -0.80934 1.01573
H -2.89151 -1.82893 -0.28994
H -2.77953 1.77977 0.94147
H -4.48623 1.99872 0.05849

=====

56
Properties=species:S:1:pos:R:3 method="wB97M-V/def2-TZVPD" total_charge=+2 relative_energy_kcal_mol=19.29 gap_ev=6.61
N -1.14965 0.27900 -1.37363
C -1.58957 1.26585 -1.95792
O -1.97640 2.22785 -2.51450
Rb -1.35560 -3.64131 -1.02190
Ta 0.25927 -0.47170 -0.16971
N 1.46154 -1.35105 -1.51489
N -1.04087 -1.72472 0.63966
C 2.06381 -0.77999 -2.78165
C -2.46385 -1.73705 1.22218
C 1.26373 -1.32461 -3.96459
C 3.54084 -1.18682 -2.89670
C 2.00197 0.73999 -2.81236
C -2.74582 -3.08940 1.90147
C -2.56151 -0.62396 2.26282
C -3.45434 -1.48168 0.08444
H 1.28822 -2.42117 -4.00768
H 1.68803 -0.93322 -4.90218
H 0.21441 -1.00160 -3.90201
H 4.07816 -0.97707 -1.96414
H 4.01983 -0.60095 -3.69553
H 3.66862 -2.24394 -3.15842
H 0.97554 1.12732 -2.85147
H 2.50371 1.07027 -3.73946
H 2.54326 1.19690 -1.97646
H -2.87275 -3.93751 1.20421
H -3.69920 -3.00306 2.44551
H -1.97780 -3.35148 2.64365
H -1.85211 -0.76529 3.08840
H -3.57468 -0.63334 2.70157
H -2.42019 0.36960 1.81424
H -3.08312 -0.72030 -0.61469
H -4.38619 -1.09995 0.52839
H -3.74384 -2.40138 -0.46216
C 0.03000 -2.24340 1.54864
H 1.03010 -1.72043 1.36876
H -0.23345 -2.06408 2.60458
H 0.18819 -3.33353 1.41685
C 1.76828 -2.80233 -1.35987
H 2.85470 -2.96533 -1.40176
H 1.46662 -3.20173 -0.37443
H 1.31047 -3.41300 -2.16695
O -0.16546 2.18279 3.76012
C 0.16521 3.21033 2.94076
C 0.10162 4.49738 3.47292
C 0.32965 5.59874 2.65309
C 0.65770 5.44220 1.29950
C 0.76153 4.16952 0.75005
C 0.53357 3.05088 1.56787
C 0.58164 1.74367 1.01254
O 1.00866 1.49953 -0.17924
O 0.13676 0.69547 1.63749
H -0.09994 1.36236 3.21756
H -0.14851 4.61287 4.52600
H 0.25128 6.59756 3.07981
H 0.83986 6.31468 0.66930
H 1.00804 3.99167 -0.29808